19 unconnected molecules or ions with the total composition C76H152O45. Source: the OMol25 dataset; level of theory: ωB97M-V/def2-TZVPD.

The spin multiplicity is 1. The calculation puts the max |F| at 6.75 eV Å⁻¹. For the total energy, the calculation gives -173403.1193 eV. Its HOMO energy is -9.32 eV. As for the HOMO-LUMO gap: 9.6960 eV.

Each atom is followed by the atoms it is bonded to, with distances in Å.
Cartesian coordinates (Å):
1 C -1.02995 7.13534 -4.04298  C2 1.520, H8 1.090, H9 1.090, H10 1.090
2 C -2.29434 7.03165 -4.88079  C1 1.520, O3 1.423, H11 1.090, H12 1.090
3 O -2.65632 5.66123 -5.00777  C2 1.423, C4 1.334
4 C -2.00500 4.96660 -5.94161  O3 1.334, O5 1.244, O6 1.382
5 O -1.61999 5.41225 -7.03736  C4 1.244
6 O -1.71500 3.69163 -5.49318  C4 1.382, C7 1.449
7 C -2.21017 3.05393 -4.29054  O6 1.449, H13 1.090, H14 1.090, H15 1.090
8 H -0.62607 8.11845 -3.80119  C1 1.090
9 H -0.20694 6.64375 -4.56172  C1 1.090
10 H -1.07753 6.69919 -3.04518  C1 1.090
11 H -2.14066 7.56782 -5.81727  C2 1.090
12 H -3.09844 7.56704 -4.37594  C2 1.090
13 H -3.06333 3.62668 -3.92698  C7 1.090
14 H -1.38419 2.97323 -3.58390  C7 1.090
15 H -2.48468 2.01940 -4.49664  C7 1.090
16 C 0.81816 -4.22401 -7.23396  C17 1.506, H23 1.090, H24 1.090, H25 1.090
17 C 1.14747 -3.64955 -5.88163  C16 1.506, O18 1.430, H26 1.090, H27 1.090
18 O 1.57405 -2.28522 -5.86232  C17 1.430, C19 1.390
19 C 0.63273 -1.29915 -5.59331  O18 1.390, O20 1.200, O21 1.252
20 O -0.54412 -1.40428 -5.38316  C19 1.200
21 O 1.18949 -0.19164 -5.76741  C19 1.252, C22 1.436
22 C 0.50490 1.06561 -5.65760  O21 1.436, H28 1.090, H29 1.090, H30 1.090
23 H 0.08374 -3.64568 -7.79454  C16 1.090
24 H 0.44726 -5.23508 -7.06582  C16 1.090
25 H 1.76160 -4.17540 -7.77771  C16 1.090
26 H 2.03166 -4.24231 -5.64723  C17 1.090
27 H 0.40576 -3.87762 -5.11614  C17 1.090
28 H -0.37732 1.07675 -6.29764  C22 1.090
29 H 1.08269 1.97628 -5.81546  C22 1.090
30 H 0.18543 1.17294 -4.62101  C22 1.090
31 C -8.41278 -3.26551 -7.63059  C32 1.537, H38 1.090, H39 1.090, H40 1.090
32 C -7.09091 -3.80687 -7.06231  C31 1.537, O33 1.407, H41 1.090, H42 1.090
33 O -6.07112 -2.85195 -7.23218  C32 1.407, C34 1.301
34 C -5.34730 -2.53706 -6.19838  O33 1.301, O35 1.210, O36 1.263
35 O -5.20553 -3.17626 -5.18055  C34 1.210
36 O -4.71662 -1.52502 -6.61476  C34 1.263, C37 1.368
37 C -3.54240 -1.15348 -6.01875  O36 1.368, H43 1.090, H44 1.090, H45 1.090
38 H -8.90213 -2.51060 -7.01515  C31 1.090
39 H -9.16607 -4.05315 -7.61379  C31 1.090
40 H -8.32217 -2.84919 -8.63387  C31 1.090
41 H -6.84478 -4.71939 -7.60530  C32 1.090
42 H -7.47683 -4.15916 -6.10573  C32 1.090
43 H -3.76573 -0.76253 -5.02609  C37 1.090
44 H -3.03869 -0.30432 -6.48060  C37 1.090
45 H -2.88344 -2.02164 -6.00531  C37 1.090
46 C -6.15190 -1.03999 2.34742  C47 1.518, H53 1.090, H54 1.090, H55 1.090
47 C -7.21286 -1.15845 1.26834  C46 1.518, O48 1.469, H56 1.090, H57 1.090
48 O -8.28501 -1.97753 1.84973  C47 1.469, C49 1.261
49 C -9.32105 -2.34873 1.23316  O48 1.261, O50 1.216, O51 1.257
50 O -9.30607 -2.39281 0.01802  C49 1.216
51 O -10.21101 -2.66819 2.06174  C49 1.257, C52 1.482
52 C -11.56998 -3.02186 1.58676  O51 1.482, H58 1.090, H59 1.090, H60 1.090
53 H -5.76548 -2.04529 2.51522  C46 1.090
54 H -6.56879 -0.80664 3.32714  C46 1.090
55 H -5.35335 -0.34250 2.09460  C46 1.090
56 H -6.75345 -1.67845 0.42772  C47 1.090
57 H -7.55047 -0.20997 0.85060  C47 1.090
58 H -12.08540 -2.15723 1.16862  C52 1.090
59 H -12.39951 -3.33609 2.22019  C52 1.090
60 H -11.57801 -3.66871 0.70948  C52 1.090
61 C 3.53738 -6.46173 -2.90105  C62 1.500, H68 1.090, H69 1.090, H70 1.090
62 C 3.43184 -6.45217 -1.40517  C61 1.500, O63 1.404, H71 1.090, H72 1.090
63 O 2.83482 -7.64398 -0.96403  C62 1.404, C64 1.352
64 C 3.60243 -8.65628 -0.50175  O63 1.352, O65 1.238, O66 1.319
65 O 4.75369 -8.53694 -0.06205  C64 1.238
66 O 3.03950 -9.81196 -0.79606  C64 1.319, C67 1.403
67 C 3.59656 -11.09030 -0.64532  O66 1.403, H73 1.090, H74 1.090, H75 1.090
68 H 2.54316 -6.77544 -3.21921  C61 1.090
69 H 4.10701 -7.32906 -3.23473  C61 1.090
70 H 3.93480 -5.54382 -3.33417  C61 1.090
71 H 2.83850 -5.59745 -1.08036  C62 1.090
72 H 4.46261 -6.41275 -1.05297  C62 1.090
73 H 3.25792 -11.49011 0.31049  C67 1.090
74 H 4.68253 -11.12662 -0.55905  C67 1.090
75 H 3.13303 -11.82123 -1.30788  C67 1.090
76 C 2.91205 -3.82655 2.33924  C77 1.515, H83 1.090, H84 1.090, H85 1.090
77 C 2.14822 -3.32351 3.54648  C76 1.515, O78 1.375, H86 1.090, H87 1.090
78 O 2.42892 -4.20739 4.56133  C77 1.375, C79 1.341
79 C 1.89150 -4.15010 5.78865  O78 1.341, O80 1.259, O81 1.427
80 O 2.10496 -4.95941 6.72919  C79 1.259
81 O 1.07253 -2.99046 5.92959  C79 1.427, C82 1.439
82 C 0.39238 -2.83657 7.18808  O81 1.439, H88 1.090, H89 1.090, H90 1.090
83 H 2.69883 -4.86820 2.09921  C76 1.090
84 H 3.96992 -3.70683 2.57308  C76 1.090
85 H 2.84221 -3.18399 1.46155  C76 1.090
86 H 1.07088 -3.25002 3.39807  C77 1.090
87 H 2.57112 -2.32418 3.64947  C77 1.090
88 H 1.06545 -2.61695 8.01684  C82 1.090
89 H -0.13975 -3.75832 7.42329  C82 1.090
90 H -0.24249 -1.95272 7.25009  C82 1.090
91 C -2.20051 -4.84236 -4.59854  C92 1.529, H98 1.090, H99 1.090, H100 1.090
92 C -2.27120 -4.14414 -3.23998  C91 1.529, O93 1.391, H101 1.090, H102 1.090
93 O -1.93611 -4.98077 -2.18047  C92 1.391, C94 1.389
94 C -0.69247 -4.97058 -1.56305  O93 1.389, O95 1.203, O96 1.367
95 O 0.25654 -4.29298 -1.86029  C94 1.203
96 O -0.55414 -6.04274 -0.72621  C94 1.367, C97 1.461
97 C -1.67714 -6.88319 -0.31731  O96 1.461, H103 1.090, H104 1.090, H105 1.090
98 H -2.48003 -4.18901 -5.42503  C91 1.090
99 H -2.67793 -5.82131 -4.55571  C91 1.090
100 H -1.14341 -5.10462 -4.64161  C91 1.090
101 H -3.16536 -3.54849 -3.05622  C92 1.090
102 H -1.48537 -3.39166 -3.30588  C92 1.090
103 H -2.31130 -7.37127 -1.05739  C97 1.090
104 H -2.34958 -6.51072 0.45547  C97 1.090
105 H -1.19701 -7.79848 0.02883  C97 1.090
106 C 0.04811 7.94800 8.17022  C107 1.510, H113 1.090, H114 1.090, H115 1.090
107 C 1.10643 8.06848 7.09929  C106 1.510, O108 1.462, H116 1.090, H117 1.090
108 O 1.76353 6.79171 6.82266  C107 1.462, C109 1.330
109 C 2.12285 6.47588 5.58152  O108 1.330, O110 1.198, O111 1.273
110 O 1.96699 7.18790 4.63073  C109 1.198
111 O 2.65174 5.31841 5.58950  C109 1.273, C112 1.429
112 C 2.86910 4.68899 4.32480  O111 1.429, H118 1.090, H119 1.090, H120 1.090
113 H -0.82656 7.44864 7.75347  C106 1.090
114 H -0.28498 8.93125 8.50242  C106 1.090
115 H 0.42488 7.50234 9.09084  C106 1.090
116 H 1.88847 8.78278 7.35672  C107 1.090
117 H 0.63489 8.59038 6.26660  C107 1.090
118 H 3.00983 3.60884 4.28518  C112 1.090
119 H 3.80112 5.10793 3.94541  C112 1.090
120 H 2.16163 4.99388 3.55368  C112 1.090
121 C 2.19489 4.80251 -0.70594  C122 1.539, H128 1.090, H129 1.090, H130 1.090
122 C 2.54830 3.30588 -0.77371  C121 1.539, O123 1.404, H131 1.090, H132 1.090
123 O 3.41338 3.00594 -1.83838  C122 1.404, C124 1.327
124 C 3.02179 2.42859 -2.96700  O123 1.327, O125 1.239, O126 1.288
125 O 1.93072 1.92153 -3.26199  C124 1.239
126 O 4.10325 2.35114 -3.66222  C124 1.288, C127 1.440
127 C 4.13244 1.23908 -4.57696  O126 1.440, H133 1.090, H134 1.090, H135 1.090
128 H 3.06553 5.45465 -0.77516  C121 1.090
129 H 1.74845 5.33423 0.13434  C121 1.090
130 H 1.47348 4.90161 -1.51703  C121 1.090
131 H 1.71887 2.60398 -0.68713  C122 1.090
132 H 3.10284 3.17836 0.15597  C122 1.090
133 H 4.10921 0.22847 -4.16926  C127 1.090
134 H 5.06034 1.31137 -5.14431  C127 1.090
135 H 3.27048 1.50888 -5.18715  C127 1.090
136 C -0.63214 4.99061 2.97813  C137 1.506, H143 1.090, H144 1.090, H145 1.090
137 C -0.84101 3.95502 1.90505  C136 1.506, O138 1.422, H146 1.090, H147 1.090
138 O -2.09534 4.19512 1.27957  C137 1.422, C139 1.338
139 C -2.18640 4.86866 0.12755  O138 1.338, O140 1.282, O141 1.450
140 O -1.30725 5.65418 -0.37528  C139 1.282
141 O -3.49516 4.56887 -0.42123  C139 1.450, C142 1.490
142 C -3.93729 5.20404 -1.69421  O141 1.490, H148 1.090, H149 1.090, H150 1.090
143 H -0.21844 4.51359 3.86662  C136 1.090
144 H -1.55037 5.45306 3.34020  C136 1.090
145 H 0.05153 5.74735 2.59337  C136 1.090
146 H -0.86548 3.06743 2.53726  C137 1.090
147 H 0.02835 3.83658 1.25830  C137 1.090
148 H -4.87203 4.78195 -2.06330  C142 1.090
149 H -3.08569 5.24280 -2.37346  C142 1.090
150 H -4.13665 6.26620 -1.55222  C142 1.090
151 C -0.53650 4.11328 7.93098  C152 1.516, H158 1.090, H159 1.090, H160 1.090
152 C 0.82752 3.46837 7.78057  C151 1.516, O153 1.441, H161 1.090, H162 1.090
153 O 0.69921 2.11445 7.30332  C152 1.441, C154 1.297
154 C 0.62066 1.85695 6.03420  O153 1.297, O155 1.222, O156 1.359
155 O 0.65548 2.67565 5.12732  C154 1.222
156 O 0.23148 0.55920 5.92674  C154 1.359, C157 1.392
157 C 0.17275 -0.09442 4.69922  O156 1.392, H163 1.090, H164 1.090, H165 1.090
158 H -0.78560 4.89175 7.20984  C151 1.090
159 H -0.50376 4.60776 8.90182  C151 1.090
160 H -1.41668 3.47143 7.89345  C151 1.090
161 H 1.26301 3.45160 8.77966  C152 1.090
162 H 1.49430 4.05955 7.15287  C152 1.090
163 H -0.69706 0.24375 4.13604  C157 1.090
164 H 0.01192 -1.16096 4.85641  C157 1.090
165 H 1.06091 0.09513 4.09644  C157 1.090
166 C -7.92478 -1.35899 -3.43633  C167 1.543, H173 1.090, H174 1.090, H175 1.090
167 C -7.59534 -0.38091 -2.28967  C166 1.543, O168 1.403, H176 1.090, H177 1.090
168 O -6.31482 0.19034 -2.33878  C167 1.403, C169 1.312
169 C -5.24977 -0.32809 -1.77402  O168 1.312, O170 1.171, O171 1.246
170 O -5.14252 -1.43899 -1.42091  C169 1.171
171 O -4.45224 0.62722 -1.71087  C169 1.246, C172 1.477
172 C -3.10607 0.58915 -1.10400  O171 1.477, H178 1.090, H179 1.090, H180 1.090
173 H -8.14314 -0.79703 -4.34442  C166 1.090
174 H -8.84448 -1.90563 -3.22794  C166 1.090
175 H -7.02380 -1.97244 -3.43416  C166 1.090
176 H -7.84416 -0.79538 -1.31274  C167 1.090
177 H -8.30492 0.44456 -2.34612  C167 1.090
178 H -2.53304 -0.18992 -1.60678  C172 1.090
179 H -3.17746 0.58246 -0.01637  C172 1.090
180 H -2.61964 1.52902 -1.36501  C172 1.090
181 C -4.00652 2.65332 3.16777  C182 1.567, H188 1.090, H189 1.090, H190 1.090
182 C -5.25574 3.59996 3.17706  C181 1.567, O183 1.436, H191 1.090, H192 1.090
183 O -5.13398 4.61501 2.16804  C182 1.436, C184 1.320
184 C -5.94882 5.65160 2.10037  O183 1.320, O185 1.268, O186 1.287
185 O -6.94156 5.93147 2.83822  C184 1.268
186 O -5.68659 6.25854 0.99618  C184 1.287, C187 1.460
187 C -6.39227 7.45925 0.55865  O186 1.460, H193 1.090, H194 1.090, H195 1.090
188 H -3.99168 2.08751 2.23624  C181 1.090
189 H -4.19395 1.92479 3.95658  C181 1.090
190 H -3.11322 3.23892 3.38498  C181 1.090
191 H -5.33672 4.07724 4.15366  C182 1.090
192 H -6.15184 3.05230 2.88523  C182 1.090
193 H -6.01003 8.36582 1.02781  C187 1.090
194 H -7.43903 7.46502 0.86257  C187 1.090
195 H -6.47948 7.57696 -0.52146  C187 1.090
196 C 9.96009 2.23960 -3.09405  C197 1.586, C200 1.472, H201 1.090, H202 1.090
197 C 8.91665 1.87286 -1.95677  C196 1.586, C198 1.521, H203 1.090, H204 1.090
198 C 7.63483 1.73116 -2.76386  C197 1.521, O199 1.432, H205 1.090, H206 1.090
199 O 8.14782 1.21667 -3.99756  C198 1.432, C200 1.423
200 C 9.50770 1.51527 -4.29346  C196 1.472, O199 1.423, H207 1.090, H208 1.090
201 H 10.93827 1.85940 -2.79956  C196 1.090
202 H 10.04220 3.29453 -3.35571  C196 1.090
203 H 8.79206 2.62148 -1.17437  C197 1.090
204 H 9.08539 0.89607 -1.50343  C197 1.090
205 H 7.21910 2.71819 -2.96642  C198 1.090
206 H 6.98328 0.98235 -2.31345  C198 1.090
207 H 9.60832 2.12706 -5.18995  C200 1.090
208 H 10.08759 0.59278 -4.32216  C200 1.090
209 C 6.78383 2.18974 1.71910  C210 1.527, C213 1.541, H214 1.090, H215 1.090
210 C 5.30510 2.14401 1.33929  C209 1.527, C211 1.525, H216 1.090, H217 1.090
211 C 5.25505 0.88699 0.47667  C210 1.525, O212 1.452, H218 1.090, H219 1.090
212 O 6.48324 0.14941 0.71037  C211 1.452, C213 1.456
213 C 7.17815 0.70716 1.86215  C209 1.541, O212 1.456, H220 1.090, H221 1.090
214 H 7.02309 2.75425 2.62032  C209 1.090
215 H 7.41055 2.51532 0.88885  C209 1.090
216 H 5.15314 3.07781 0.79798  C210 1.090
217 H 4.66676 2.05822 2.21865  C210 1.090
218 H 5.39514 1.28217 -0.52947  C211 1.090
219 H 4.36174 0.30059 0.69170  C211 1.090
220 H 8.23876 0.53898 1.67529  C213 1.090
221 H 6.83209 0.07722 2.68161  C213 1.090
222 C -2.31322 -4.24127 3.26971  C223 1.547, C226 1.500, H227 1.090, H228 1.090
223 C -2.62453 -4.11405 1.75981  C222 1.547, C224 1.532, H229 1.090, H230 1.090
224 C -2.53914 -2.61026 1.47738  C223 1.532, O225 1.416, H231 1.090, H232 1.090
225 O -1.81787 -2.10526 2.58595  C224 1.416, C226 1.419
226 C -2.14477 -2.83338 3.75899  C222 1.500, O225 1.419, H233 1.090, H234 1.090
227 H -1.32561 -4.68649 3.39017  C222 1.090
228 H -3.00602 -4.88880 3.80714  C222 1.090
229 H -3.61722 -4.46785 1.48144  C223 1.090
230 H -1.89638 -4.72869 1.23055  C223 1.090
231 H -3.47080 -2.07643 1.28998  C224 1.090
232 H -2.13316 -2.35606 0.49826  C224 1.090
233 H -3.12033 -2.49644 4.10949  C226 1.090
234 H -1.50504 -2.73111 4.63558  C226 1.090
235 C 0.43654 -0.51949 -1.15576  C236 1.591, C239 1.538, H240 1.090, H241 1.090
236 C 0.20642 -0.06556 0.35164  C235 1.591, C237 1.542, H242 1.090, H243 1.090
237 C 1.24530 -0.94956 1.07099  C236 1.542, O238 1.450, H244 1.090, H245 1.090
238 O 2.32365 -0.99216 0.10230  C237 1.450, C239 1.453
239 C 1.95902 -0.70358 -1.27446  C235 1.538, O238 1.453, H246 1.090, H247 1.090
240 H -0.00991 0.14035 -1.89966  C235 1.090
241 H -0.16129 -1.40357 -1.37734  C235 1.090
242 H -0.80587 -0.28607 0.69039  C236 1.090
243 H 0.43037 1.00031 0.39489  C236 1.090
244 H 0.72167 -1.86729 1.33872  C237 1.090
245 H 1.57773 -0.40409 1.95420  C237 1.090
246 H 2.15636 -1.49771 -1.99453  C239 1.090
247 H 2.52674 0.19541 -1.51448  C239 1.090
248 C 5.12988 0.93425 5.38145  C249 1.537, C252 1.508, H253 1.090, H254 1.090
249 C 5.25884 0.04309 6.62714  C248 1.537, C250 1.595, H255 1.090, H256 1.090
250 C 4.04236 -0.96043 6.39014  C249 1.595, O251 1.432, H257 1.090, H258 1.090
251 O 3.55458 -0.78729 5.05503  C250 1.432, C252 1.406
252 C 4.48630 0.01561 4.37315  C248 1.508, O251 1.406, H259 1.090, H260 1.090
253 H 6.05493 1.43309 5.09242  C248 1.090
254 H 4.44674 1.75637 5.59484  C248 1.090
255 H 5.18865 0.56564 7.58114  C249 1.090
256 H 6.21989 -0.46846 6.57431  C249 1.090
257 H 3.28024 -0.85786 7.16264  C250 1.090
258 H 4.24639 -2.02350 6.51798  C250 1.090
259 H 3.90106 0.40536 3.54027  C252 1.090
260 H 5.19425 -0.68659 3.93291  C252 1.090
261 C 6.01041 -3.16925 -1.09827  C262 1.485, C265 1.489, H266 1.090, H267 1.090
262 C 4.91802 -2.31123 -1.62394  C261 1.485, C263 1.553, H268 1.090, H269 1.090
263 C 4.50334 -2.98624 -2.95988  C262 1.553, O264 1.403, H270 1.090, H271 1.090
264 O 5.59819 -3.83719 -3.17520  C263 1.403, C265 1.466
265 C 6.75265 -3.44964 -2.35840  C261 1.489, O264 1.466, H272 1.090, H273 1.090
266 H 5.59842 -4.04213 -0.59185  C261 1.090
267 H 6.70729 -2.61272 -0.47159  C261 1.090
268 H 5.17900 -1.25307 -1.64082  C262 1.090
269 H 4.08918 -2.37583 -0.91899  C262 1.090
270 H 4.36807 -2.23820 -3.74105  C263 1.090
271 H 3.60029 -3.54840 -2.72198  C263 1.090
272 H 7.15586 -2.52127 -2.76293  C265 1.090
273 H 7.49466 -4.24121 -2.25375  C265 1.090

Löwdin population analysis, charges in e, atoms 1 to 99: atom 1 (C): -0.056, atom 2 (C): -0.207, atom 3 (O): -0.005, atom 4 (C): -0.515, atom 5 (O): 0.105, atom 6 (O): -0.028, atom 7 (C): -0.021, atom 8 (H): 0.082, atom 9 (H): 0.083, atom 10 (H): 0.061, atom 11 (H): 0.123, atom 12 (H): 0.120, atom 13 (H): 0.077, atom 14 (H): 0.091, atom 15 (H): 0.085, atom 16 (C): -0.063, atom 17 (C): -0.238, atom 18 (O): 0.031, atom 19 (C): -0.614, atom 20 (O): 0.124, atom 21 (O): 0.040, atom 22 (C): -0.016, atom 23 (H): 0.078, atom 24 (H): 0.084, atom 25 (H): 0.081, atom 26 (H): 0.118, atom 27 (H): 0.092, atom 28 (H): 0.099, atom 29 (H): 0.097, atom 30 (H): 0.068, atom 31 (C): -0.074, atom 32 (C): -0.217, atom 33 (O): 0.073, atom 34 (C): -0.673, atom 35 (O): 0.129, atom 36 (O): 0.047, atom 37 (C): -0.047, atom 38 (H): 0.068, atom 39 (H): 0.075, atom 40 (H): 0.075, atom 41 (H): 0.123, atom 42 (H): 0.125, atom 43 (H): 0.099, atom 44 (H): 0.098, atom 45 (H): 0.082, atom 46 (C): -0.057, atom 47 (C): -0.161, atom 48 (O): 0.066, atom 49 (C): -0.740, atom 50 (O): 0.110, atom 51 (O): 0.075, atom 52 (C): 0.007, atom 53 (H): 0.073, atom 54 (H): 0.080, atom 55 (H): 0.068, atom 56 (H): 0.101, atom 57 (H): 0.129, atom 58 (H): 0.088, atom 59 (H): 0.091, atom 60 (H): 0.091, atom 61 (C): -0.050, atom 62 (C): -0.240, atom 63 (O): 0.024, atom 64 (C): -0.538, atom 65 (O): 0.091, atom 66 (O): 0.007, atom 67 (C): -0.050, atom 68 (H): 0.081, atom 69 (H): 0.086, atom 70 (H): 0.058, atom 71 (H): 0.120, atom 72 (H): 0.115, atom 73 (H): 0.089, atom 74 (H): 0.099, atom 75 (H): 0.095, atom 76 (C): -0.038, atom 77 (C): -0.263, atom 78 (O): 0.052, atom 79 (C): -0.439, atom 80 (O): 0.082, atom 81 (O): -0.089, atom 82 (C): -0.055, atom 83 (H): 0.085, atom 84 (H): 0.086, atom 85 (H): 0.061, atom 86 (H): 0.117, atom 87 (H): 0.105, atom 88 (H): 0.091, atom 89 (H): 0.096, atom 90 (H): 0.086, atom 91 (C): -0.037, atom 92 (C): -0.238, atom 93 (O): 0.001, atom 94 (C): -0.509, atom 95 (O): 0.126, atom 96 (O): -0.006, atom 97 (C): -0.039, atom 98 (H): 0.071, atom 99 (H): 0.083